58
Properties=species:S:1:pos:R:3:forces:R:3 method="wB97M-V/def2-TZVPD" de_lowest_kj_mol=0.00 e_tot_ha=-8197.93313 e_lumo_ev="-2.8 / -2.8" e_homo_ev="-9.225 / -9.225" gap_ev="6.39 / 6.39"
Mo -0.510 -0.157 0.278 -0.5668 0.3566 -0.6674
Br -1.556 4.487 -6.181 -0.0050 -0.0177 0.0343
As -1.277 1.994 2.863 0.0576 -0.5662 0.1929
S 1.193 1.662 -0.959 -0.2097 -0.1216 0.0723
S -1.624 -1.900 1.535 0.1934 0.5029 -0.0143
S -0.509 -2.008 -1.247 0.3984 0.6211 0.0997
S 2.234 -1.865 0.721 -0.2619 0.0298 0.1284
O 2.593 -1.773 -0.660 -0.1477 -0.0077 0.0319
O -2.720 2.532 0.290 -0.0121 0.1393 0.1139
O 1.623 -3.074 1.194 -0.0200 0.0662 0.0234
O 1.467 1.233 2.662 0.1723 0.3796 -0.2819
O 2.516 1.482 -0.446 -0.1032 -0.0142 0.0705
O 1.022 2.581 -2.029 -0.2148 -0.0408 0.0738
O 0.568 0.249 -1.343 0.3296 -0.1088 -0.0718
O -1.153 0.526 1.964 -0.1227 0.3070 0.3306
O 0.169 1.866 0.186 0.2970 -0.4043 -0.0383
O -2.085 0.599 -0.610 0.0556 0.2081 -0.0050
N -2.779 -5.381 1.849 -0.0555 -0.0299 0.0307
N 1.259 -0.564 1.225 0.8711 0.1405 -0.0822
N -1.349 -5.496 -2.079 0.0014 -0.0588 -0.0415
C 5.577 -0.148 3.122 -0.0023 -0.0492 -0.0187
C -2.340 3.886 -2.170 -0.0018 0.0380 -0.0244
C -2.311 -4.475 1.321 0.1690 0.1695 -0.1495
C 5.812 -1.385 2.520 0.0014 0.0367 0.0363
C -1.872 1.725 -3.124 0.0213 -0.0333 -0.0715
C -2.149 4.479 -3.404 0.0008 -0.0006 -0.0069
C 4.342 0.474 3.014 0.0536 -0.0156 0.0029
C -1.822 3.679 -4.491 -0.0077 0.0183 0.0174
C 1.971 0.310 2.060 -0.4294 -0.8127 -0.0287
C -0.548 1.572 4.571 0.0898 0.0293 0.2031
C 3.361 -0.164 2.277 -0.0170 0.1302 0.0187
C 3.608 -1.376 1.682 0.2253 -0.0698 -0.0197
C -2.198 2.511 -2.026 -0.0595 -0.1048 -0.0637
C -1.715 -3.335 0.679 -0.1635 -0.4486 -0.0353
C -0.562 3.652 2.287 0.0832 -0.0179 -0.2753
C -1.289 -4.560 -1.417 -0.0024 0.2133 0.1752
C 4.826 -2.022 1.781 -0.0177 0.0409 0.0622
C -3.129 2.148 3.260 -0.2130 0.0130 -0.0927
C -1.685 2.307 -4.367 0.0091 -0.0068 0.0036
C -2.358 1.909 -0.686 -0.0639 -0.2452 0.1025
C -1.226 -3.377 -0.602 -0.1819 -0.4735 -0.0075
H 6.372 0.331 3.678 0.0021 -0.0096 0.0107
H -3.448 1.187 3.662 -0.0317 0.0222 0.0221
H 0.520 3.565 2.269 -0.0104 0.0411 0.0153
H -0.908 4.356 3.045 0.0679 0.0748 -0.0368
H -2.249 5.548 -3.529 0.0028 0.0020 0.0017
H 5.000 -2.978 1.308 -0.0027 0.0089 -0.0270
H -0.952 3.896 1.304 -0.0148 0.0326 0.0542
H 4.141 1.432 3.473 0.0046 0.0020 0.0071
H -1.752 0.657 -3.003 0.0047 0.0198 -0.0072
H -1.422 1.705 -5.225 -0.0033 -0.0011 0.0023
H -0.889 0.574 4.838 -0.0116 0.0050 0.0237
H 6.780 -1.855 2.627 0.0124 0.0159 0.0000
H -2.594 4.484 -1.305 -0.0014 0.0044 0.0022
H 0.537 1.603 4.548 -0.1249 0.0223 0.0289
H -3.694 2.393 2.368 0.0268 0.0085 0.0083
H -3.235 2.921 4.021 -0.0584 -0.0076 0.0010
H -0.944 2.300 5.279 -0.0128 -0.0337 0.0655